# 1
Entry from the Open Molecules 2025 dataset: a molecular structure, C5H10 (ωB97M-V/def2-TZVPD).

Calculated values
2S+1: 2
net charge: +1
LUMO energy (alpha / beta): -0.228 / -0.278 hartree
frontier orbital gap (alpha / beta): 9.27 / 8.37 eV
HOMO level (alpha / beta): -15.467 / -15.930 eV

Structure (XYZ):
```
15
Properties=species:S:1:pos:R:3:mulliken_spin:R:1
H -0.64 2.30 -1.51 0.011
C -1.99 -0.89 0.47 0.286
C 2.49 -0.15 0.56 0.000
H -1.51 1.82 0.13 0.009
H 2.38 -1.24 0.09 0.000
H -1.42 0.58 -1.54 0.019
H 2.91 0.49 -0.20 -0.001
C -0.41 0.20 -0.87 0.689
H 0.16 -1.50 0.24 0.014
C -1.06 1.49 -0.78 -0.055
H 3.25 -0.20 1.36 0.002
H -2.16 -1.76 1.09 0.023
H 1.49 0.16 0.93 0.004
C -0.66 -0.79 0.03 -0.016
H -2.84 -0.53 0.01 0.014
```

---

# 2
Entry from the Open Molecules 2025 dataset: 2 unconnected molecules or ions with the total composition C7H6Br2O (ωB97M-V/def2-TZVPD).

Calculated values
net charge: 0
LUMO energy (alpha / beta): -0.086 / -0.086 hartree
frontier orbital gap (alpha / beta): 6.07 / 6.08 eV
HOMO level (alpha / beta): -8.426 / -8.428 eV

Structure (XYZ):
```
16
Properties=species:S:1:pos:R:3:mulliken_charge:R:1
Br -2.46 2.24 -1.21 -0.109
C 1.23 -0.59 -0.80 -0.301
Br -3.22 0.39 2.69 0.081
C -0.93 1.15 -0.98 -0.212
H -0.31 1.15 -3.12 0.467
O -1.76 1.17 2.36 -0.458
H -0.13 -1.31 2.29 0.266
H 1.48 -0.28 2.35 0.252
H 1.34 -0.63 -2.76 0.344
C 0.81 -1.00 1.73 -1.176
H 2.07 -1.21 -0.61 0.415
C -0.57 0.47 0.15 0.478
C -0.18 0.81 -2.15 -0.223
C 0.73 -0.19 -2.02 -0.681
C 0.55 -0.27 0.40 0.410
H 1.36 -1.90 1.69 0.446
```

---

Calculated calculated total energy (Ha), listed in the same order as above: -196.0027 -5493.3594
Calculated ΔE to the lowest compared entry with this formula, charge and spin (kJ/mol), listed in the same order as above: 398.6 506.9